Record 1
16
Properties=species:S:1:pos:R:3 method="wB97M-V/def2-TZVPD"
C -0.452 1.854 -0.361
C -0.902 1.140 0.869
C -0.446 0.093 1.542
C 0.629 -0.776 1.083
C 0.772 -1.499 -0.051
C 0.221 -1.435 -1.347
F 0.243 -2.511 -2.121
F -1.123 -1.003 -1.289
H 0.387 1.359 -0.938
H 0.107 2.878 -0.116
H -1.242 1.838 -1.277
H -1.549 1.773 1.450
H -0.838 -0.271 2.584
H 1.665 -0.824 1.742
H 1.744 -1.934 -0.004
H 0.785 -0.682 -1.767


Record 2
54
Properties=species:S:1:pos:R:3 method="wB97M-V/def2-TZVPD" charge=+1
O -1.206 1.487 0.362
C -1.567 2.128 -0.876
C -1.983 3.466 -0.353
H -2.423 1.577 -1.302
H -0.736 2.286 -1.564
C -1.675 2.797 1.000
H -3.030 3.712 -0.643
H -1.341 4.304 -0.667
C -3.026 2.620 1.670
H -3.746 2.350 0.887
H -3.388 3.565 2.097
H -2.966 1.880 2.453
C -0.579 3.311 1.940
H 0.371 3.517 1.421
H -0.329 2.445 2.563
H -0.873 4.174 2.560
Hf 0.006 -1.368 0.440
C 1.697 -3.126 0.536
C 2.301 -3.361 -0.756
C 3.257 -2.349 -1.003
H 2.137 -4.249 -1.354
C 3.215 -1.433 0.053
C 2.252 -1.869 1.042
H 2.304 -1.613 2.103
H 1.359 -3.964 1.184
H 3.942 -2.296 -1.862
H 3.914 -0.588 0.150
C -0.856 -3.369 1.933
C -0.243 -2.352 2.717
C -0.977 -1.140 2.536
H 0.560 -2.522 3.431
C -2.034 -1.410 1.595
C -1.963 -2.793 1.250
H -2.727 -3.359 0.718
H -0.607 -4.420 1.908
H -0.844 -0.204 3.075
H -2.816 -0.723 1.295
O 0.956 0.435 -1.035
C 1.776 1.624 -0.801
C 2.054 2.199 -2.161
H 2.662 1.314 -0.261
H 1.251 2.324 -0.125
C 1.249 1.351 -3.178
H 3.140 2.205 -2.383
H 1.810 3.261 -2.209
C 0.292 0.457 -2.419
H 1.912 0.681 -3.744
H 0.686 1.974 -3.867
H 0.179 -0.596 -2.739
H -0.771 0.855 -2.321
O -0.385 -4.798 -0.593
C -0.647 -3.862 -1.338
O -0.552 -2.558 -0.970
H -0.988 -3.976 -2.395


F_max / eV/Å: 4.44 2.64
HOMO-LUMO gap / hartree: 0.370 0.297
Relative energy (zero: lowest compared OMol25 entry of this formula, charge and spin) / kJ/mol: 217.7 312.7